ORCA calculation (ωB97M-V/def2-TZVPD) on a molecular structure, C77H156F30N13O23S10.

Atoms and positions in Å:
C 18.8825 25.2689 31.4358
C 19.7687 24.3089 30.6313
C 19.2582 23.7386 29.2860
C 20.3775 23.1346 28.4573
N 20.0506 22.6929 27.0115
C 21.2531 22.0914 26.3236
C 22.0909 23.2040 25.7689
C 21.0868 24.3043 25.3964
C 19.7743 23.9023 26.1182
C 18.9229 21.7765 26.9676
C 19.2224 20.4010 27.6140
C 18.0900 19.4341 27.3864
H 19.3252 25.5272 32.3997
H 17.9617 24.7128 31.6857
H 18.5519 26.1455 30.9192
H 20.1963 23.5506 31.3465
H 20.6885 24.9047 30.4711
H 18.7440 24.5888 28.8003
H 18.4720 23.0210 29.4861
H 20.8498 22.2452 28.9443
H 21.1536 23.9229 28.2974
H 20.8978 21.5225 25.4328
H 21.7676 21.4634 26.9972
H 22.8025 22.9326 25.0166
H 22.5884 23.6695 26.6075
H 20.8391 24.3646 24.3554
H 21.4501 25.2652 25.5812
H 18.8770 23.6781 25.4932
H 19.3760 24.6597 26.7891
H 18.6853 21.5301 25.9451
H 18.0320 22.2469 27.4215
H 19.5464 20.4897 28.6539
H 20.1187 19.9785 27.1611
H 18.3059 18.5984 28.0478
H 18.2179 19.0049 26.4031
H 17.0628 19.7833 27.4761
C 15.2668 21.7732 30.3133
C 15.6116 20.7757 31.4697
C 16.6254 19.6713 31.0662
C 17.0133 18.7138 32.1791
N 18.0110 17.6855 31.6740
C 17.5456 16.8529 30.4367
C 18.4197 15.6387 30.5131
C 18.9341 15.4969 31.9793
C 18.2331 16.6721 32.6842
C 19.3229 18.3338 31.2152
C 20.1466 19.0577 32.2732
C 21.4358 19.5973 31.6669
H 16.2194 22.1151 29.8398
H 14.8291 22.7038 30.6573
H 14.7576 21.1854 29.5571
H 14.6145 20.4419 31.7844
H 16.0069 21.3490 32.3134
H 17.4979 20.1912 30.5869
H 16.1802 19.1034 30.2466
H 16.1205 18.1785 32.5316
H 17.5926 19.2715 32.9685
H 17.7163 17.4862 29.6005
H 16.5244 16.5704 30.5725
H 19.2524 15.6105 29.8509
H 17.9279 14.6953 30.2215
H 19.9936 15.6412 32.1735
H 18.6013 14.5520 32.4252
H 18.7915 17.1433 33.4839
H 17.2708 16.3012 33.0130
H 18.9814 19.0439 30.5017
H 19.8734 17.5424 30.6971
H 20.3262 18.3814 33.1045
H 19.6521 19.9409 32.6646
H 21.1894 20.4677 31.0626
H 21.9167 18.8617 30.9863
H 22.1214 20.0084 32.4242
C 21.9194 16.7280 22.6958
C 21.1123 17.1352 21.4312
C 19.5831 17.3111 21.7477
C 18.9831 15.9461 21.9544
N 17.5133 15.8172 22.0722
C 17.2157 14.3678 22.4169
C 16.5268 13.7863 21.2234
C 15.7701 14.9796 20.6293
C 16.8061 16.0869 20.7664
C 17.0281 16.7161 23.1758
C 15.5339 16.8924 23.4267
C 15.4336 17.7079 24.7681
H 21.6164 15.7260 23.0401
H 21.8445 17.4346 23.5280
H 23.0045 16.7067 22.5475
H 21.1865 16.3314 20.7196
H 21.5960 18.0229 21.0252
H 18.9940 17.8716 20.9990
H 19.4878 17.8692 22.6607
H 19.3472 15.5498 22.9110
H 19.2938 15.2831 21.1241
H 16.5431 14.3778 23.2741
H 18.1090 13.8814 22.7918
H 15.9611 12.9500 21.5658
H 17.1919 13.4632 20.4237
H 14.8173 15.1800 21.1653
H 15.6038 14.8825 19.5973
H 16.4139 17.0731 20.8401
H 17.5934 16.0794 19.9946
H 17.4569 17.7060 22.9939
H 17.5763 16.3587 24.0469
H 14.9999 15.9446 23.4572
H 15.0854 17.5962 22.7501
H 15.5657 17.1606 25.7104
H 14.3866 18.0770 24.7628
H 16.0608 18.5641 24.6745
C 22.3008 14.0053 18.9273
C 21.2173 12.9611 18.6562
C 21.2514 12.5230 17.1916
C 20.2796 11.3739 16.8706
N 20.2628 11.0070 15.4461
C 19.5211 12.1005 14.7077
C 18.0429 11.8483 14.9211
C 17.9278 10.3336 15.0218
C 19.3444 9.8126 15.1999
C 21.5945 10.8196 14.7482
C 22.4090 9.7017 15.3994
C 23.8342 9.6503 14.8052
H 23.3183 13.8200 18.6459
H 22.3128 14.3062 19.9661
H 22.0417 14.8824 18.3710
H 20.2145 13.3852 18.9263
H 21.3620 12.0319 19.3047
H 22.2634 12.2576 16.9282
H 21.0696 13.4161 16.5807
H 19.2772 11.6644 17.0875
H 20.4684 10.4854 17.4726
H 19.7114 12.0080 13.6379
H 19.8723 13.0615 15.0675
H 17.4782 12.2436 14.1011
H 17.8097 12.3478 15.8348
H 17.3365 9.8414 14.1966
H 17.2890 10.0939 15.8693
H 19.7571 9.2503 14.3592
H 19.3878 9.0552 15.9569
H 22.0882 11.7993 14.7809
H 21.4090 10.5905 13.7040
H 21.8910 8.7351 15.2809
H 22.5094 9.8308 16.4725
H 23.8779 9.8597 13.7311
H 24.3630 8.6944 15.0305
H 24.4683 10.3722 15.3551
C 15.1081 21.7179 13.4029
C 15.8085 20.9982 14.5617
C 15.9375 19.4417 14.4114
C 14.5927 18.8058 14.6246
N 14.4164 17.3818 14.1967
C 13.0458 16.9547 14.6389
C 13.1310 16.6239 16.1063
C 14.6389 16.5293 16.4040
C 15.2710 16.4184 15.0017
C 14.6002 17.2526 12.6549
C 13.7460 18.2657 11.9026
C 13.2504 17.7517 10.5978
H 14.0723 21.3799 13.1635
H 15.5934 21.6759 12.4203
H 14.9768 22.7912 13.6933
H 15.4604 21.3207 15.5365
H 16.7707 21.4739 14.5956
H 16.6078 19.1317 15.1642
H 16.4221 19.2251 13.4536
H 13.7885 19.3955 14.1246
H 14.4155 18.8636 15.6853
H 12.9258 16.0228 14.1055
H 12.2995 17.6334 14.3128
H 12.6565 15.6493 16.2477
H 12.7302 17.3793 16.8365
H 14.8322 15.6432 16.9900
H 14.9926 17.3738 16.9792
H 15.1775 15.4074 14.5906
H 16.3430 16.6810 14.9313
H 14.2310 16.2810 12.3611
H 15.6452 17.3843 12.5162
H 14.1850 19.2422 11.8071
H 12.8073 18.4652 12.4207
H 14.0054 17.4764 9.8632
H 12.4673 18.4212 10.1300
H 12.7047 16.8423 10.8360
C 14.5032 14.0788 28.5967
C 13.8379 14.2444 27.2490
C 14.3819 13.3570 26.1745
O 14.1154 12.0529 26.6192
C 14.4731 11.0856 25.6867
N 12.3892 13.8195 27.3193
H 12.0877 13.4490 26.4027
H 12.2583 13.0810 28.0099
H 11.7123 14.5143 27.5920
H 14.0614 14.6588 29.3903
H 15.5564 14.4436 28.4057
H 14.6366 13.0237 28.8596
H 13.9402 15.2819 26.9750
H 15.4831 13.4540 26.0235
H 13.9470 13.5585 25.2193
H 15.5622 11.1163 25.5541
H 13.9608 11.3599 24.7248
H 14.0838 10.1925 26.1701
C 14.5452 20.5718 19.8444
C 13.3254 21.0970 20.5961
C 12.9570 20.1664 21.7561
O 11.9425 20.8467 22.4646
C 11.2839 20.0105 23.3918
N 13.6038 22.4641 21.2507
H 13.2394 22.4376 22.2146
H 14.6367 22.6089 21.3373
H 13.0729 23.1290 20.7676
H 14.8496 21.1613 18.9830
H 14.2445 19.5622 19.4772
H 15.3646 20.4326 20.5600
H 12.4923 21.3397 19.9849
H 13.8082 19.8449 22.3708
H 12.5565 19.2325 21.3385
H 10.9380 19.0992 22.8960
H 10.3140 20.4721 23.5686
H 11.8874 19.7373 24.2827
C 21.2580 10.4792 24.9832
C 21.4995 10.2529 23.5423
C 22.0363 11.5671 22.9163
O 23.3981 11.7157 23.3588
C 23.9264 12.9322 22.9575
N 22.4147 9.1324 23.4034
H 22.5090 8.8110 22.4311
H 23.3202 9.5022 23.6965
H 22.1995 8.3422 24.0466
H 20.8841 9.5620 25.4819
H 20.5709 11.2506 25.2232
H 22.0868 10.7496 25.5702
H 20.5803 10.0544 23.0117
H 21.3369 12.3115 23.3411
H 21.9583 11.5454 21.7977
H 23.8830 12.9901 21.8287
H 24.9435 12.9625 23.3232
H 23.2842 13.7705 23.4171
C 9.8744 10.8180 26.2241
F 8.7710 10.2228 26.5443
F 10.8231 10.7039 27.1699
F 10.3674 10.3928 25.0938
S 9.5360 12.6845 26.0415
O 8.2930 12.9813 25.4469
O 9.6912 13.1159 27.3862
N 10.8396 13.0484 25.1088
S 11.0621 13.6399 23.7081
O 12.4559 13.4681 23.3726
O 9.9724 13.5425 22.8532
C 11.1599 15.4448 24.3826
F 10.8374 15.5915 25.6883
F 12.5041 15.8151 24.4026
F 10.5591 16.3759 23.5991
C 11.9828 12.5143 15.1167
F 11.5300 12.2117 13.9314
F 11.4491 13.7196 15.3861
F 11.5435 11.7124 16.0905
S 13.7839 12.5109 15.0812
O 14.1836 11.1845 14.7837
O 14.1770 13.6547 14.2730
N 14.1364 13.0153 16.6157
S 14.8135 12.1435 17.7209
O 15.0649 10.7616 17.4790
O 15.9738 12.9382 18.1604
C 13.4543 12.2004 18.9051
F 12.7408 11.0745 18.6820
F 13.8319 12.2902 20.1843
F 12.5416 13.1828 18.6800
C 19.9887 18.5017 18.2802
F 20.3249 19.3097 17.2547
F 21.0717 18.2231 19.0177
F 19.1171 19.2064 19.0014
S 19.2277 16.9986 17.6959
O 19.4050 15.9210 18.6285
O 17.8893 17.3573 17.3427
N 20.2164 16.9264 16.4383
S 19.8090 16.4042 15.0489
O 20.8800 15.6044 14.5413
O 18.5104 15.8560 14.9012
C 19.7735 17.9105 14.0789
F 18.8010 18.8104 14.3863
F 20.9631 18.4269 14.0537
F 19.4617 17.5266 12.7771
C 18.0253 21.0341 22.3551
F 18.8143 20.9367 23.4205
F 18.8324 20.7949 21.3084
F 17.0818 20.0559 22.3976
S 17.2609 22.7486 22.4132
O 18.2625 23.5538 22.8827
O 16.5985 23.1010 21.2223
N 15.9918 22.3066 23.2973
S 15.9762 22.3325 24.8435
O 16.0789 20.9979 25.3709
O 16.8230 23.3559 25.4662
C 14.2784 23.0276 25.1850
F 13.6459 23.6849 24.3110
F 13.5388 21.8709 25.4135
F 14.3281 23.7320 26.3219
C 18.9735 12.8855 26.8488
F 18.4907 12.0692 25.9352
F 18.3339 12.7900 28.0338
F 20.2518 12.5265 27.1300
S 18.9160 14.5887 26.1633
O 19.5632 14.4432 24.8763
O 17.5544 15.0636 26.2549
N 19.7848 15.1723 27.3720
S 20.6454 16.4678 27.0059
O 20.3221 17.1755 25.7975
O 20.8067 17.2071 28.2296
C 22.3463 15.8923 26.7234
F 22.9866 16.9724 26.2020
F 22.8711 15.4410 27.8347
F 22.5253 14.8824 25.8179

Computed properties:
charge: +3
lowest unoccupied orbital energy: -5.502 eV
E: -338690.4126 eV
molecular weight: 2522.77 g mol⁻¹
strongest force on any atom: 5.4 eV Å⁻¹
orbital gap: 0.286 hartree